The following is a DFT calculation (ωB97M-V with the def2-TZVPD basis set) of an isolated molecule of C3H6N2P2 in a non-equilibrium geometry.

Properties
- net charge = 0
- HOMO (eV) = -9.0198
- relative energy (zero: lowest compared OMol25 entry of this formula, charge and spin) (eV) = 0.150
- molecular weight (g mol⁻¹) = 132.043
- DFT total energy (Ha) = -910.0734

```
13
C3H6N2P2 ωB97M-V with the def2-TZVPD basis set
C -2.065 0.860 0.675
C -0.761 1.049 0.752
C 0.128 0.676 -0.460
N 0.976 -1.460 1.068
N 1.886 -1.490 -1.052
P 1.316 -2.629 0.023
P 1.638 -0.133 0.132
H -2.755 1.186 1.463
H -2.441 0.154 -0.015
H -0.068 1.555 1.518
H -0.644 0.146 -1.189
H 0.399 1.494 -1.004
H 2.392 -1.410 -1.911
```

The following is a DFT calculation (ωB97M-V with the def2-TZVPD basis set) of the ion C26H30N3O4S2 with charge +1 in a non-equilibrium geometry.

Properties
- net charge = +1
- HOMO (eV) = -11.0731
- relative energy (zero: lowest compared OMol25 entry of this formula, charge and spin) (eV) = 0.000
- molecular weight (g mol⁻¹) = 512.677
- DFT total energy (Ha) = -2270.1194

```
65
C26H30N3O4S2 ωB97M-V with the def2-TZVPD basis set
C 2.957 1.736 -2.476
N 1.670 1.982 -1.850
C 0.512 1.452 -2.488
C -0.669 2.174 -2.386
C -1.873 1.621 -2.793
C -1.898 0.319 -3.290
C -0.691 -0.350 -3.516
C 0.503 0.207 -3.111
H 1.420 -0.344 -3.247
H -0.721 -1.329 -3.965
O -3.021 -0.424 -3.489
C -4.279 0.113 -3.146
C -4.457 0.686 -1.738
O -5.104 1.701 -1.589
N -3.947 0.028 -0.659
C -3.045 -1.095 -0.608
H -2.990 -1.599 -1.572
C -1.638 -0.629 -0.212
N -1.613 0.232 0.998
H -0.716 0.784 0.908
C -2.679 1.264 0.982
C -4.040 0.675 0.634
H -4.780 1.475 0.561
H -4.371 -0.051 1.381
H -2.705 1.759 1.953
H -2.404 2.002 0.224
C -1.521 -0.560 2.251
C -0.195 -1.253 2.287
C -0.023 -2.552 2.525
C 1.263 -3.234 2.550
C 2.388 -2.720 1.899
C 3.592 -3.394 1.959
C 3.698 -4.583 2.663
C 2.585 -5.108 3.301
C 1.376 -4.443 3.238
H 0.510 -4.853 3.738
H 2.660 -6.038 3.843
H 4.642 -5.104 2.709
H 4.454 -2.992 1.449
H 2.314 -1.811 1.321
H -0.882 -3.171 2.757
H 0.654 -0.612 2.093
H -1.605 0.135 3.092
H -2.344 -1.274 2.303
H -0.992 -1.490 -0.025
H -1.207 -0.050 -1.025
H -3.434 -1.811 0.127
H -4.984 -0.716 -3.274
H -4.568 0.914 -3.837
H -2.778 2.199 -2.697
H -0.645 3.162 -1.955
S 1.666 1.500 -0.242
O 0.374 1.863 0.323
O 1.973 0.104 -0.096
C 2.923 2.463 0.510
C 2.945 3.817 0.679
C 4.133 4.246 1.302
C 4.976 3.213 1.582
S 4.346 1.693 1.098
H 5.938 3.262 2.053
H 4.350 5.273 1.531
H 2.143 4.461 0.373
H 3.329 0.727 -2.273
H 3.668 2.464 -2.086
H 2.857 1.882 -3.549
```

The following is a DFT calculation (ωB97M-V with the def2-TZVPD basis set) of a cluster of 2 separate species, C3H9NO2 in total in a non-equilibrium geometry.

Properties
- net charge = 0
- HOMO (eV) = -8.1279
- relative energy (zero: lowest compared OMol25 entry of this formula, charge and spin) (eV) = 4.995
- molecular weight (g mol⁻¹) = 91.110
- DFT total energy (Ha) = -324.7890

```
15
C3H9NO2 ωB97M-V with the def2-TZVPD basis set
C -0.687 2.102 -0.677
N -0.293 -1.512 0.260
O -1.057 -1.865 -0.837
O -0.984 -0.886 1.280
H -1.587 -1.595 1.564
H -1.304 -0.992 -1.191
H -0.046 2.778 -0.107
H -1.319 2.679 -1.354
H -1.318 1.536 0.011
C 1.026 -1.191 0.049
C 1.852 -0.491 0.834
H 2.879 -0.311 0.539
H 1.395 -1.591 -0.892
H -0.067 1.416 -1.257
H 1.511 -0.078 1.778
```

The following is a DFT calculation (ωB97M-V with the def2-TZVPD basis set) of a structure of composition C38H49BrCl6N4O3PbSSi in a non-equilibrium geometry.

Properties
- net charge = -2
- HOMO (eV) = -1.6316
- relative energy (zero: lowest compared OMol25 entry of this formula, charge and spin) (eV) = 0.921
- molecular weight (g mol⁻¹) = 1169.810
- DFT total energy (Ha) = -8137.8891

```
104
C38H49BrCl6N4O3PbSSi ωB97M-V with the def2-TZVPD basis set
Pb 0.116 -0.262 1.562
Cl 5.289 -6.442 1.689
C 4.290 -5.112 1.248
C 4.449 -3.865 1.914
Cl 5.764 -3.586 3.009
C 3.670 -2.772 1.562
Cl 3.906 -1.215 2.247
C 2.467 -2.949 0.879
O 1.546 -2.088 0.847
C 2.282 -4.252 0.196
Cl 0.827 -4.533 -0.587
C 3.259 -5.230 0.284
Cl 3.255 -6.575 -0.801
O -1.359 2.213 4.234
C -0.848 2.406 3.041
O 0.288 1.922 2.676
C -1.620 3.331 2.198
C -1.983 4.572 2.753
C -2.459 5.613 1.959
C -2.730 5.325 0.600
C -2.404 4.073 0.048
C -1.899 3.010 0.798
S -1.661 1.544 -0.001
H -1.941 4.681 3.846
H -2.724 6.528 2.462
H -3.085 6.106 -0.029
H -2.395 3.980 -1.038
Cl -3.219 -1.842 -0.152
C -2.782 -3.088 0.996
C -3.016 -4.429 0.745
C -2.544 -5.423 1.574
C -1.696 -5.063 2.652
C -1.570 -3.737 2.986
C -2.108 -2.709 2.183
C -1.890 -1.333 2.542
H -3.531 -4.653 -0.183
H -2.741 -6.473 1.385
H -1.079 -5.746 3.223
H -1.045 -3.400 3.880
H -1.531 -1.172 3.554
H -2.506 -0.629 2.021
C 2.884 0.022 -4.882
C 1.498 -0.147 -5.460
C 1.247 -1.640 -5.375
C 1.453 0.281 -6.930
Si 0.074 0.826 -4.667
Br 0.489 0.221 -2.451
C -1.775 0.120 -4.936
C -1.980 -1.242 -4.298
C -2.018 -0.038 -6.428
C -2.765 1.047 -4.310
C 0.238 2.771 -4.837
C -0.395 3.293 -6.100
C 1.666 3.212 -4.812
C -0.433 3.393 -3.642
H 3.630 -0.582 -5.492
H 2.923 -0.421 -3.854
H 3.278 1.069 -4.946
H 2.064 -2.158 -5.910
H 0.369 -1.937 -5.967
H 1.118 -1.943 -4.339
H 2.309 -0.222 -7.477
H 1.485 1.343 -7.167
H 0.484 -0.066 -7.401
H -1.428 -2.080 -4.758
H -3.079 -1.463 -4.294
H -1.681 -1.248 -3.196
H -1.415 -0.848 -6.918
H -1.938 0.967 -6.916
H -3.058 -0.477 -6.535
H -2.336 1.355 -3.331
H -3.737 0.526 -4.214
H -2.979 1.969 -4.896
H 0.177 2.890 -7.027
H -0.426 4.429 -6.210
H -1.433 2.928 -6.279
H 2.273 2.939 -5.670
H 2.184 2.827 -3.904
H 1.683 4.324 -4.776
H -1.542 3.384 -3.784
H -0.150 4.470 -3.544
H -0.200 2.888 -2.701
C 1.797 0.773 5.332
N 0.684 -0.220 5.219
C -0.442 0.494 5.681
N -0.437 1.024 7.074
C 0.713 1.892 7.135
N 1.954 1.203 6.688
C 2.211 0.048 7.580
N 1.060 -0.922 7.534
C 0.972 -1.370 6.124
C -0.152 -0.214 7.919
H 1.478 1.621 4.706
H 2.784 0.394 4.969
H -1.375 -0.089 5.509
H -0.624 1.491 4.997
H 0.899 2.287 8.126
H 0.522 2.756 6.526
H 2.317 0.405 8.609
H 3.062 -0.563 7.299
H 0.116 -2.096 6.130
H 1.816 -1.892 5.798
H -0.081 0.076 8.926
H -1.078 -0.807 7.753
```

The following is a DFT calculation (ωB97M-V with the def2-TZVPD basis set) of an isolated molecule of C2H5PS2 in a non-equilibrium geometry.

Properties
- net charge = 0
- HOMO (alpha / beta) (eV) = -9.7007 / -7.7040
- relative energy (zero: lowest compared OMol25 entry of this formula, charge and spin) (eV) = 2.764
- molecular weight (g mol⁻¹) = 124.170
- DFT total energy (Ha) = -1216.8190

```
10
C2H5PS2 ωB97M-V with the def2-TZVPD basis set
C -0.113 -1.179 0.241
C 0.293 0.100 0.764
P -0.791 0.896 -2.056
S -1.271 -0.915 -1.233
S -1.124 -2.261 1.393
H 0.727 -1.755 -0.100
H 1.239 -0.110 1.116
H -0.410 0.649 1.270
H 0.688 0.675 -0.068
H -1.712 0.882 -3.128
```

The following is a DFT calculation (ωB97M-V with the def2-TZVPD basis set) of a structure of composition C32H24ClF3N5O16P2S2W.

Properties
- net charge = +1
- HOMO (eV) = -11.7617
- relative energy (zero: lowest compared OMol25 entry of this formula, charge and spin) (eV) = 0.604
- molecular weight (g mol⁻¹) = 1136.932
- DFT total energy (Ha) = -5017.5705

```
86
C32H24ClF3N5O16P2S2W ωB97M-V with the def2-TZVPD basis set
W 0.594 0.450 -0.351
O -1.359 5.598 -5.745
N -1.152 4.409 -5.719
O -1.033 3.688 -6.690
C -1.077 3.769 -4.387
C -1.821 4.333 -3.416
C -1.873 3.744 -2.118
C -2.715 4.193 -1.085
C -2.749 3.494 0.090
C -1.895 2.400 0.263
N -1.049 2.015 -0.671
C -1.072 2.639 -1.864
C -0.286 2.050 -2.889
N 0.401 0.928 -2.541
C 1.095 0.312 -3.490
C 1.162 0.779 -4.798
C 0.492 1.918 -5.153
C -0.287 2.581 -4.183
H -2.395 5.223 -3.633
H -3.340 5.064 -1.238
H -3.402 3.779 0.901
H -1.891 1.842 1.185
H 1.656 -0.564 -3.209
H 1.773 0.241 -5.507
H 0.548 2.297 -6.160
C -0.162 -2.896 7.012
C 0.468 -2.514 5.704
C 1.830 -2.719 5.490
C 2.431 -2.351 4.301
C 1.655 -1.761 3.310
C 0.299 -1.548 3.494
C -0.286 -1.933 4.689
S 2.480 -1.260 1.848
O 2.944 0.092 1.931
O 3.380 -2.302 1.460
N 1.258 -1.203 0.706
C 1.068 -2.205 -0.219
C 1.223 -3.582 -0.131
C 0.789 -4.319 -1.212
C 0.203 -3.696 -2.318
C 0.095 -2.327 -2.332
N 0.570 -1.605 -1.306
H 0.197 -3.867 7.353
H -1.248 -2.936 6.936
H 0.093 -2.165 7.782
H 2.430 -3.178 6.267
H 3.486 -2.524 4.137
H -0.294 -1.080 2.719
H -1.347 -1.772 4.839
H 1.659 -4.033 0.747
H 0.886 -5.397 -1.196
H -0.163 -4.271 -3.155
H -0.370 -1.788 -3.146
O 2.956 4.126 0.013
P 1.565 3.528 0.362
O 0.431 4.406 0.117
O 1.509 2.130 -0.392
O 1.715 3.026 1.883
P 0.734 2.015 2.639
O -0.617 2.831 2.835
O 1.262 1.452 3.863
O 0.304 1.018 1.473
H 3.686 3.494 -0.067
H -0.714 3.111 3.756
Cl -5.957 -4.741 1.311
C -4.852 -3.577 0.677
C -3.699 -3.278 1.388
C -2.818 -2.341 0.879
C -3.088 -1.715 -0.335
C -4.246 -2.033 -1.043
C -5.135 -2.962 -0.537
C -2.151 -0.737 -0.926
O -2.227 -0.291 -2.046
O -1.157 -0.382 -0.086
H -3.501 -3.777 2.326
H -1.913 -2.103 1.422
H -4.438 -1.545 -1.989
H -6.039 -3.216 -1.070
F 6.085 1.154 -1.246
C 4.979 0.765 -0.630
F 4.640 1.703 0.269
F 5.179 -0.381 -0.019
S 3.648 0.630 -1.897
O 4.075 -0.354 -2.837
O 3.384 1.965 -2.331
O 2.503 0.036 -1.063
```

The following is a DFT calculation (ωB97M-V with the def2-TZVPD basis set) of a structure of composition C4H7N3O in a non-equilibrium geometry.

Properties
- net charge = 0
- HOMO (eV) = -7.0290
- relative energy (zero: lowest compared OMol25 entry of this formula, charge and spin) (eV) = 8.323
- molecular weight (g mol⁻¹) = 113.120
- DFT total energy (Ha) = -395.8426

```
15
C4H7N3O ωB97M-V with the def2-TZVPD basis set
C 1.359 -0.332 -0.209
C 0.512 0.690 0.008
C -0.881 0.349 -0.322
C -0.857 -1.077 -0.172
H 2.747 -0.330 1.165
H 3.204 0.769 -0.283
H 0.891 1.742 -0.146
H -1.331 2.610 0.256
H -2.993 1.363 -0.511
H -2.609 -1.132 0.966
H 0.556 -2.467 -0.545
N 2.842 -0.242 -0.031
N -1.950 1.419 -0.029
N 0.397 -1.425 -0.169
O -1.887 -1.938 0.025
```

The following is a DFT calculation (ωB97M-V with the def2-TZVPD basis set) of a structure of composition C36H30BGeInN6O6S4 in a non-equilibrium geometry.

Properties
- net charge = 0
- HOMO (eV) = -7.8766
- relative energy (zero: lowest compared OMol25 entry of this formula, charge and spin) (eV) = 0.808
- molecular weight (g mol⁻¹) = 969.180
- DFT total energy (Ha) = -6054.4580

```
85
C36H30BGeInN6O6S4 ωB97M-V with the def2-TZVPD basis set
In -4.830 -3.554 19.104
O -0.501 -2.754 18.267
C -1.731 -3.176 18.729
O -2.545 -2.461 19.319
C -1.979 -4.591 18.462
C -0.951 -5.594 18.355
C -1.371 -6.926 18.304
C -2.711 -7.261 18.317
C -3.651 -6.282 18.381
N -3.277 -4.973 18.375
C -5.116 -6.453 18.515
O -5.538 -7.620 18.328
O -5.856 -5.382 18.848
H -0.419 -1.814 18.365
H 0.086 -5.277 18.394
H -0.620 -7.701 18.321
H -3.027 -8.324 18.285
S -5.474 -1.886 17.391
C -5.224 -2.518 15.835
N -4.129 -3.083 15.432
C -4.173 -3.316 14.084
C -3.111 -3.934 13.421
C -3.209 -4.286 12.106
C -4.335 -3.821 11.355
C -5.375 -3.151 12.023
C -5.324 -2.885 13.391
S -6.417 -2.159 14.489
H -2.207 -4.107 14.030
H -2.457 -4.904 11.651
H -4.445 -4.018 10.309
H -6.104 -2.702 11.378
N -1.050 0.689 24.637
C -1.791 -0.174 23.889
C -2.287 0.203 22.598
C -3.163 -0.668 21.951
C -3.775 -1.692 22.679
C -3.450 -1.940 24.010
C -2.422 -1.230 24.576
S -5.087 -2.543 22.003
O -6.097 -2.574 22.992
O -5.485 -1.931 20.695
N -4.620 -4.048 21.433
C -4.341 -5.114 22.246
S -5.077 -5.506 23.787
C -3.925 -6.760 23.888
C -3.163 -6.868 22.751
N -3.398 -5.999 21.812
H -0.767 1.666 24.317
H -0.539 0.318 25.415
H -1.775 0.974 22.099
H -3.480 -0.496 20.926
H -4.030 -2.609 24.580
H -2.114 -1.593 25.556
H -3.895 -7.314 24.827
H -2.351 -7.615 22.507
B -14.051 -5.411 19.905
C -13.036 -6.344 19.254
N -12.130 -7.070 19.079
H -13.856 -4.305 19.494
H -15.110 -5.853 19.450
H -14.143 -5.347 21.043
Ge -10.565 -8.144 18.827
C -9.664 -6.955 17.563
C -8.319 -6.507 17.450
C -7.835 -5.683 16.475
C -8.697 -5.317 15.453
C -9.989 -5.784 15.447
C -10.483 -6.578 16.536
C -9.391 -8.430 20.323
C -7.971 -8.404 20.472
C -7.353 -8.742 21.635
C -8.065 -9.113 22.802
C -9.481 -9.031 22.692
C -10.073 -8.761 21.502
H -10.924 -9.495 18.315
H -7.654 -6.816 18.241
H -6.796 -5.342 16.451
H -8.288 -4.815 14.608
H -10.638 -5.535 14.675
H -11.559 -6.780 16.445
H -7.354 -8.068 19.590
H -6.236 -8.938 21.482
H -7.580 -9.542 23.634
H -10.104 -9.285 23.580
H -11.137 -8.794 21.486
```

Q: Which formula does entry 3 have?
A: C3H9NO2

Q: molecular weight of number 7 (C4H7N3O)?
A: 113.120 g mol⁻¹